DFT (ωB97M-V with the def2-TZVPD basis set) results for a structure of composition C38H59N4O6PRuSe.

The geometry in XYZ format:
```
110
Properties=species:S:1:pos:R:3
Ru -0.2255 0.4040 0.9635
Se -2.0906 1.5000 2.6158
P 2.8576 0.0614 2.4570
O -1.0911 -1.3312 2.0003
O -2.0209 0.7793 -0.3056
O 1.7195 0.3075 -1.6626
O 0.1772 2.4213 -0.9956
O -3.5101 0.2966 -1.8944
O -1.7627 -3.4617 2.0781
N -0.5930 -1.5752 -0.7605
N -1.5353 3.6036 -1.9834
N -2.4399 4.5960 -1.6220
N 1.5708 0.5182 1.6899
C 3.1049 -1.8104 2.3603
C -4.0059 4.5803 4.6284
C 4.5482 0.2320 0.2546
C 3.9070 2.3593 1.2734
C -1.3576 4.3251 -4.2916
C -0.7195 3.2736 -0.9232
C 4.5046 -2.3143 2.7279
C -3.8127 4.2971 -2.0341
C -1.3228 3.3086 -3.3450
C 0.9344 -0.5358 -2.4747
C 0.4938 -1.7799 -1.7359
C -1.2670 -2.5035 1.5013
C -4.8191 2.5850 3.3895
C 1.3880 0.1894 4.8318
C -2.5303 0.0331 -1.1981
C 2.9914 2.0404 4.3771
C -3.0345 5.4389 5.1206
C -2.2016 4.8378 -0.2805
C -1.3528 4.0012 4.1012
C -2.3419 3.1304 3.6098
C 2.7581 -2.2694 0.9433
C -1.1520 4.0214 -5.6289
C 2.7919 0.5193 4.2873
C -1.0861 1.9980 -3.7254
C 0.1114 3.7801 3.8836
C -0.8629 1.7075 -5.0617
C 3.8369 -0.1436 5.1902
C 2.0773 -2.4729 3.2935
C 5.6549 0.9382 2.3771
C -3.1091 5.7424 0.4722
C -1.7151 5.1253 4.8420
C -0.7141 -2.7593 0.0961
C 4.3277 0.9162 1.6122
C -3.3944 6.6491 5.9430
C -3.6917 3.4478 3.8856
C -0.8971 2.7130 -6.0179
C -1.8549 -1.3087 -1.4722
C -1.1433 4.1225 0.1530
H 3.6009 -2.2114 0.2588
H 5.6071 1.5406 3.2794
H 2.0943 -3.5497 3.1040
H 5.2658 -2.0039 2.0155
H -1.6894 -1.3420 -2.5520
H 0.5427 4.5652 3.2563
H 1.0610 -2.1208 3.1071
H -1.1814 4.8133 -6.3666
H -4.7990 1.6010 3.8617
H 2.7200 2.3657 5.3839
H -3.3913 6.6068 -0.1308
H -1.5394 5.3430 -3.9718
H 3.6210 0.1802 -0.3186
H 4.9742 -0.7632 0.3464
H 1.2147 1.1098 -1.4380
H 1.3629 -2.1838 -1.2204
H -2.9548 7.5594 5.5295
H -0.9264 5.7744 5.2152
H 4.8185 -1.9976 3.7189
H -4.2080 3.4335 -1.4930
H 4.5839 2.7422 0.5045
H -5.0522 4.7977 4.8242
H 0.0748 0.0000 -2.8833
H 2.3649 2.5714 3.6671
H 3.7452 0.2901 6.1914
H 4.8600 0.0152 4.8567
H 1.5444 -0.8664 -3.3241
H 6.4166 1.3873 1.7313
H -1.3166 -3.5415 -0.3765
H 2.3179 -2.3274 4.3432
H 6.0042 -0.0563 2.6489
H 3.9667 3.0291 2.1272
H 0.2964 2.8218 3.4097
H 1.1808 0.8459 5.6801
H 5.2590 0.8375 -0.3156
H 3.6711 -1.2138 5.2909
H -5.7806 3.0575 3.5999
H 4.0255 2.3288 4.2113
H -2.5898 -2.0859 -1.2485
H 4.4863 -3.4091 2.7271
H 2.4280 -3.3104 0.9820
H 1.3178 -0.8338 5.1926
H 2.8904 2.3845 0.8800
H 0.5997 0.3390 4.0959
H -0.7370 2.4778 -7.0622
H -4.7300 2.3991 2.3176
H 1.9496 -1.6647 0.5436
H -4.0132 5.2134 0.7748
H -3.0335 6.5524 6.9697
H -4.4249 5.1766 -1.8486
H -4.4753 6.7871 5.9836
H -2.6207 6.0803 1.3840
H 0.1783 -2.5243 -2.4860
H 0.2776 -3.1742 0.2584
H -1.1168 1.2267 -2.9768
H -0.6891 0.6805 -5.3564
H -3.8228 4.0802 -3.1001
H -0.7074 4.1106 1.1283
H 0.6445 3.8127 4.8336
```

Properties
2S+1: 6
Largest force on an atom in eV Å⁻¹: 0.592
Total energy in Eh: -4991.57223
Kohn-Sham gap (alpha / beta) in eV: 6.5 / 6.2
Charge: -1
Highest occupied orbital energy (alpha / beta) in eV: -4.03 / -3.96

---

DFT (ωB97M-V with the def2-TZVPD basis set) results for a cluster of 10 separate species, C38H59O25 in total.

The geometry in XYZ format:
```
122
Properties=species:S:1:pos:R:3
O -5.5422 2.1275 3.6778
O -4.6692 4.0579 4.2910
O -1.1126 -2.5158 -7.4135
O -0.4235 4.1584 2.4585
O -0.7140 -1.9114 3.8820
O -1.7537 -5.2487 -0.6509
O -1.4889 5.7568 1.2077
O -2.9137 1.0763 0.5740
O -1.3075 -0.0075 4.9919
O 3.9491 -0.9180 2.8681
O 3.3876 1.8530 -2.7423
O 2.6609 3.4991 -1.4515
O 2.8210 -6.3639 -2.6978
O -1.3694 -1.1401 -5.5559
O 3.5107 -0.2191 4.9754
O -4.8185 0.7540 -0.4624
O 0.0526 0.1130 3.1587
O -4.4579 2.6660 0.6239
O 3.6214 1.2270 3.3028
O -6.8718 3.9107 3.5614
O 2.9852 -4.1880 -2.7462
O -0.2326 -1.1182 -1.0624
O 0.7083 -1.8518 -6.1416
O -2.9692 -4.8780 -2.5143
O -0.4238 6.2677 3.1754
C -2.6042 -4.8312 -3.8976
C -0.6471 -1.9255 -6.4757
C 0.5742 -0.0527 -1.3105
C 1.9706 2.8601 3.9580
C -1.7425 4.4695 0.5738
C 2.8824 -5.3727 -2.0577
C -2.9866 3.2451 5.8299
C -0.7138 3.5446 1.2133
C 2.9217 0.9701 5.5126
C 3.6888 -0.0540 3.6297
C -4.0667 -0.4079 -0.8086
C 2.0271 -0.2722 -5.0110
C 0.2652 -2.1811 2.8721
C 0.4375 -0.8614 2.1226
C -2.9906 -0.3513 0.2371
C -3.5718 -0.3181 -2.2262
C -4.1467 1.5844 0.2758
C 3.1179 2.0181 4.4121
C -0.8429 5.5131 2.3327
C -5.7752 3.4272 3.8141
C 3.3697 -3.7451 -0.4218
C -0.7084 -0.5771 4.1183
C -1.7939 -4.8933 -1.7866
C -0.4841 -0.5026 -4.6429
C -3.5759 3.1478 4.4222
C -0.6006 -4.4514 -2.6639
C 4.5353 2.0664 -0.7398
C 2.8572 -3.1102 -1.7381
C 0.8376 -1.1982 -4.8240
C 4.4603 0.9344 -2.8441
C -0.1609 1.3006 -1.4633
C -1.2523 -4.0629 -3.9077
C -4.2428 1.8551 4.0172
C -1.8490 4.5737 -0.9195
C 3.4000 2.5886 -1.6121
C 5.3251 1.0338 -1.5138
C -0.1215 -3.3645 2.0162
C 2.9799 -5.1919 -0.5584
H -0.8570 1.2683 -2.2937
H -3.7418 1.5480 3.0453
H 1.9713 0.4337 -4.1607
H -0.8701 -0.4963 -3.6757
H 4.0208 -0.0511 -3.0464
H -1.0477 -3.0002 1.4898
H -0.5860 -4.2934 -4.7595
H -0.0975 -3.6196 -2.1128
H -2.5524 5.4303 -1.1160
H 1.1573 -0.1292 -2.2085
H -4.1969 0.9095 4.6696
H -4.7523 -1.2136 -0.5443
H -0.7615 1.4667 -0.5471
H 6.2715 1.3316 -1.7938
H 0.1301 -5.2738 -2.7785
H 2.9637 -0.8260 -4.8814
H -0.9224 2.5123 1.5531
H 1.4655 0.0884 -0.6333
H 5.1945 2.9059 -0.4454
H 0.9675 -2.0635 -4.1888
H 0.6259 -3.6190 1.2498
H 1.9043 0.7386 5.7111
H 3.9741 2.6652 4.7806
H -0.4629 -4.2758 2.5868
H 1.8815 3.6866 4.6091
H -0.3043 0.4845 -5.0130
H 2.1097 0.2435 -5.9671
H -3.7066 2.8736 6.4908
H -1.4471 -2.9815 -3.9893
H -2.8518 0.4657 -2.2983
H 4.4622 -3.5432 -0.5864
H 5.0278 1.1694 -3.6959
H -0.1313 -0.7644 1.2208
H 0.1604 3.5675 0.5687
H 1.0931 2.2248 3.8268
H 2.0429 -5.4492 0.0295
H 3.8078 -5.8356 -0.2506
H -1.9860 -0.6752 0.0264
H -2.4331 -5.7895 -4.3247
H 1.8136 -2.8087 -1.6231
H 0.5420 2.1518 -1.5461
H 3.4179 1.2558 6.4529
H 4.0673 1.6114 0.1399
H -0.8638 4.9051 -1.3434
H -2.6893 4.1376 0.9781
H 3.4959 -2.3614 -2.1657
H -4.3472 -0.1769 -2.9954
H -3.3495 -4.2445 -4.4629
H 1.0753 -2.5047 3.4588
H -2.6965 4.2891 6.0832
H -2.0918 2.5990 5.8491
H -3.3967 -0.7699 1.1722
H -2.8125 3.5291 3.7007
H 3.0443 -3.2309 0.5065
H 5.2343 0.0355 -1.0581
H 1.5050 -0.8032 1.8750
H -3.0156 -1.2405 -2.5108
H -2.1478 3.6810 -1.3689
H 2.2905 3.3170 3.0670
```

Properties
Largest force on an atom in eV Å⁻¹: 4.867
Total energy in Eh: -3364.48796
Kohn-Sham gap in eV: 7.2
Charge: -1
Highest occupied orbital energy in eV: -5.18

---

DFT (ωB97M-V with the def2-TZVPD basis set) results for a structure of composition C38H60BKN8O9S2.

The geometry in XYZ format:
```
119
Properties=species:S:1:pos:R:3
K -0.1520 1.1002 -0.7162
S -3.1250 2.4850 -2.3643
S -1.0206 4.4590 -0.3255
O 1.6418 1.8308 -2.5991
O -4.2250 1.5542 -2.5539
O -1.9146 1.8255 -1.8499
O 2.0774 1.5894 -0.0127
O -0.5132 3.1753 0.1752
O -0.0390 -0.2009 -2.7754
O -2.8872 3.3626 -3.4941
O -0.7507 4.6743 -1.7359
O -0.6434 5.5873 0.5134
N -0.3125 -2.8136 1.0263
N 0.1802 -1.2734 3.5892
N 2.6919 3.7484 0.3084
N 2.4057 -1.6803 2.2916
N -1.0162 0.5127 -4.6900
N 2.8331 -2.1989 1.1129
N 0.4952 -3.2793 2.0166
N -0.5181 -0.3808 2.8207
C -2.0209 -0.5365 -4.6260
C 0.0606 -5.0155 0.7352
C 3.9767 -1.6042 0.8369
C 3.0635 -0.0266 4.0350
C 5.5290 -0.7774 -0.9288
C -3.6519 3.5457 -1.0021
C 3.7058 -2.3869 -1.5181
C -0.5546 -3.8396 -2.2152
C 2.2402 2.7137 -0.4490
C -5.0256 3.5556 -0.7645
C -1.2772 1.6028 -5.6237
C 4.3242 -0.6849 1.8527
C -0.1768 0.6586 -3.6304
C -2.1056 -2.2859 -0.9572
C 0.6507 1.9483 -3.6016
C 0.7481 -4.5948 1.8528
C -1.7456 2.6872 3.2296
C 1.6708 -5.3610 2.7423
C -3.3798 5.1153 0.8222
C 5.6544 -3.1479 -0.1552
C -2.7466 0.9552 1.7034
C -1.1618 -0.2030 4.9726
C -1.4431 -3.6695 -0.9742
C 2.7037 5.1184 -0.1820
C -0.5873 -3.8472 0.2597
C -2.3327 1.2735 3.1411
C -2.8118 4.3430 -0.1877
C 2.6884 3.5906 1.7528
C 3.2837 -0.7705 2.7585
C -5.5711 4.3315 0.2464
C -2.5363 -4.7413 -0.9981
C -4.7480 5.1104 1.0410
C -0.1959 -1.1770 4.8892
C -3.5896 1.2054 4.0169
C 4.7108 -1.9729 -0.4366
C -1.3302 0.2542 3.6435
C 0.3370 -2.0313 5.9961
C 1.9989 3.0260 -1.9351
B 1.1639 -2.3181 3.0097
H 5.0837 -4.0035 0.2131
H 6.2840 -0.4819 -0.1941
H -3.9922 0.1892 4.0473
H 1.8911 4.2033 2.1847
H -3.1801 -4.6039 -1.8742
H 6.0444 -1.0331 -1.8609
H 2.9226 3.4354 -2.3589
H 1.4031 -1.8764 6.1723
H 1.7429 -6.3903 2.3867
H 3.8443 0.7265 4.1553
H -0.0642 -4.8188 -2.1959
H 3.1150 -3.2431 -1.1857
H 0.2006 -3.0938 5.7932
H -2.9588 -0.1615 -4.2052
H 2.6724 -4.9250 2.7392
H -3.0846 -0.0820 1.6173
H -0.1994 -1.7819 6.9137
H -2.1046 -5.7465 -1.0459
H -0.0241 2.7954 -3.4195
H 4.2403 -2.6570 -2.4369
H 4.8856 0.0843 -1.1180
H -2.1969 -0.9165 -5.6353
H 1.1258 2.0876 -4.5765
H -5.1664 5.7117 1.8400
H -1.3910 -1.4628 -0.8957
H 5.1704 -0.0157 1.9069
H -1.8653 2.4057 -5.1729
H -0.3483 2.0072 -6.0242
H -1.6869 0.1033 5.8649
H -1.1540 -3.7732 -3.1316
H -3.1568 -4.6830 -0.0991
H -0.8869 2.7981 2.5638
H -2.7182 5.7145 1.4318
H -4.3555 1.8733 3.6101
H 3.0976 5.1705 -1.1954
H 6.1836 -3.4476 -1.0679
H 3.1011 -0.6960 4.9001
H -3.5593 1.6202 1.3909
H -2.7447 -2.2051 -0.0722
H -1.9399 1.1058 0.9928
H -5.6493 2.9185 -1.3775
H -1.8367 1.1879 -6.4626
H -6.6418 4.3169 0.4185
H 1.7126 5.5781 -0.1522
H 1.3287 -5.3766 3.7789
H 3.3773 5.6933 0.4548
H -2.7248 -2.1386 -1.8469
H 0.2127 -3.0675 -2.2570
H 0.0497 -6.0140 0.3221
H -1.6506 -1.3427 -4.0011
H 2.5121 2.5486 2.0019
H 1.5534 -2.9562 3.9686
H 3.6475 3.9021 2.1748
H 1.2117 3.7809 -2.0290
H -2.4939 3.4302 2.9334
H 6.3960 -2.8813 0.6039
H 2.0925 0.4762 4.0528
H -1.4272 2.9024 4.2550
H 3.0073 -1.5778 -1.7449
H -3.3817 1.5183 5.0451
```

Properties
Largest force on an atom in eV Å⁻¹: 2.890
Total energy in Eh: -4020.66513
Kohn-Sham gap in eV: 7.3
Charge: -2
Highest occupied orbital energy in eV: -3.45

---

DFT (ωB97M-V with the def2-TZVPD basis set) results for a structure of composition C38H60N7OPPbS2.

The geometry in XYZ format:
```
110
Properties=species:S:1:pos:R:3
Pb 0.2453 -0.7069 -1.6948
S 1.2720 -2.6156 -3.3420
S -0.2374 -5.1408 0.6042
P -1.6299 -0.4740 1.7669
O -1.4200 -0.3282 0.2902
N 1.4493 1.4728 -1.0022
N 3.3175 -1.9996 -1.6832
N -1.4996 0.0986 -3.5872
N 3.4494 -3.9727 -2.7913
N 1.5770 0.9314 -4.2938
N 2.7950 -0.8539 -1.3640
N 0.2522 -2.7270 -0.6420
C -2.6293 3.4545 1.4854
C -3.3266 -1.9552 3.5493
C 7.7029 0.3592 -0.9359
C -4.8028 -2.3740 3.5308
C 3.2624 2.3371 0.2800
C -2.7274 -1.9377 2.1335
C 7.0543 -0.7449 -0.4032
C 2.7925 -2.8481 -2.5236
C 0.0463 -3.7655 -0.1282
C -3.7890 3.0357 0.5782
C -1.6617 2.2930 1.7074
C 2.7042 0.1476 -4.7351
C 1.1008 1.0495 3.6154
C -3.7912 -2.1085 1.0493
C -2.5963 0.6935 -2.8293
C 1.2858 0.2223 4.8810
C 5.6736 -0.8155 -0.4216
C -4.1870 1.5799 0.8456
C -1.9940 -1.0541 -4.3343
C 1.0457 0.1511 2.3815
C -4.9568 -3.6470 2.7089
C 5.5863 1.3577 -1.4662
C 4.9289 0.2404 -0.9445
C 0.4060 0.7368 -5.1357
C 3.4596 0.1761 -0.9561
C 6.9671 1.4064 -1.4686
C 0.1239 -0.7538 5.0181
C 0.7497 2.5579 -0.7198
C 1.9153 2.3190 -4.0657
C -0.9185 1.1169 -4.4713
C -3.8437 1.1909 2.2783
C 0.1009 -1.7014 3.8244
C 1.2345 3.5860 0.0729
C -4.4974 -3.4504 1.2562
C 2.7024 1.3633 -0.5498
C 2.5075 3.4513 0.6096
C 0.0297 -0.9887 2.4790
C -2.3215 1.1247 2.4525
H -2.0829 1.1530 3.5179
H -3.8235 -4.2598 0.9698
H 3.5618 0.3328 -4.0927
H -0.7739 2.0204 -3.8786
H -5.1309 -2.5508 4.5557
H 2.9029 4.2046 1.2732
H -3.0344 -0.0534 -2.1738
H -0.7141 -2.4155 3.9284
H -2.7297 -0.7489 -5.0877
H -1.3319 1.9352 0.7297
H -4.5198 -1.2998 1.0765
H -3.3789 1.0797 -3.4903
H 0.6318 4.4571 0.2667
H -5.3529 -3.4916 0.5795
H 4.3197 -4.1862 -2.3293
H 2.2249 -0.3328 4.8282
H 8.7808 0.3982 -0.9495
H -2.0360 -2.7844 2.0175
H -3.3116 -2.0895 0.0681
H -3.6458 0.9152 0.1680
H -4.2453 1.9399 2.9648
H 0.2814 -1.7232 1.6979
H 0.3832 -0.3120 -5.4357
H 5.0210 2.1773 -1.8853
H -6.0005 -3.9645 2.7323
H 4.2581 2.2155 0.6730
H -3.0127 3.7917 2.4488
H -3.5117 3.1575 -0.4714
H -3.2330 -0.9839 4.0392
H 1.0309 -2.2794 3.8296
H 7.4688 2.2638 -1.8879
H 3.0527 -4.6453 -3.4279
H -2.4657 -1.7556 -3.6491
H -0.8154 -0.2003 5.0785
H 2.1741 2.8293 -5.0033
H -2.0920 4.2935 1.0396
H 7.6285 -1.5503 0.0265
H -0.2414 2.6002 -1.1488
H -2.7895 -2.6771 4.1672
H 0.2279 -1.3322 5.9369
H -1.6422 1.3541 -5.2652
H -1.1766 -1.5690 -4.8318
H 0.5009 1.3381 -6.0549
H 1.9260 1.7562 3.5011
H -2.2275 1.5100 -2.2127
H 5.1685 -1.6656 0.0095
H -4.3745 -4.4394 3.1828
H 1.0825 2.8530 -3.6130
H 0.1821 1.6277 3.7139
H -5.2535 1.4445 0.6631
H -0.7820 2.6503 2.2444
H -4.6372 3.6935 0.7672
H 2.4454 -0.9123 -4.6860
H 2.9892 0.3716 -5.7691
H 2.0373 -0.2899 2.2404
H -4.3083 0.2434 2.5380
H 0.8168 0.7413 1.4910
H 1.3286 0.8794 5.7492
H -5.4319 -1.5829 3.1201
H 2.7733 2.3776 -3.3994
```

Properties
Largest force on an atom in eV Å⁻¹: 2.451
Total energy in Eh: -3272.58083
Kohn-Sham gap (alpha / beta) in eV: 4.3 / 4.8
Charge: +2
Highest occupied orbital energy (alpha / beta) in eV: -13.32 / -13.22